1.
This record from OMol25 describes a 11-piece molecular cluster, C5H35N2O10S overall at a distorted geometry. The level of theory is wB97M-V/def2-TZVPD.

```
53
Properties=species:S:1:pos:R:3:forces:R:3
C 0.523 0.623 -1.319 -0.64 -0.72 0.26
N 1.025 0.256 0.002 -0.16 0.27 0.15
C 0.268 -0.571 0.927 0.79 -0.23 0.78
C 1.223 -1.417 1.775 -0.43 -1.11 0.58
C 1.846 -2.577 0.989 -0.38 0.73 -0.59
S 0.724 -3.971 0.642 0.25 0.16 0.63
C -0.435 -0.460 -1.888 0.38 2.62 1.01
N -1.892 -0.090 -1.652 0.39 -0.16 -0.84
H 0.038 1.599 -1.325 -0.19 0.24 -0.14
H 1.342 0.680 -2.041 0.19 0.14 0.17
H 1.438 1.048 0.507 -0.34 -0.72 -0.64
H -0.351 -1.310 0.427 -0.16 0.01 -0.14
H -0.378 -0.090 1.665 -0.24 0.73 -0.40
H 2.039 -0.933 2.319 -0.18 0.69 -0.42
H 0.583 -1.795 2.583 0.21 -0.28 0.00
H 1.992 -2.192 -0.018 0.39 0.11 -0.22
H 2.833 -2.813 1.373 -0.15 -0.62 0.13
H 0.307 -4.114 1.914 -0.01 -0.17 -0.19
H -0.267 -1.366 -1.342 0.12 -0.66 -0.70
H -0.322 -0.451 -2.954 0.12 -0.65 -0.25
H -2.040 0.722 -1.033 -0.02 -0.75 0.50
H -2.291 0.219 -2.543 -0.06 -0.20 0.14
H -2.369 -0.975 -1.403 -0.70 0.63 0.56
H 3.111 -3.084 -3.046 0.60 -0.21 0.22
H 2.559 -1.634 -2.814 0.33 -0.64 -0.10
O 2.383 -2.500 -3.217 -0.85 1.00 -0.11
H -2.869 2.793 1.924 0.14 0.62 0.24
H -2.125 3.721 0.777 -0.13 -0.31 1.06
O -2.503 2.865 1.046 -0.33 -1.08 -1.31
H -0.670 1.489 4.215 0.13 -0.15 -0.19
H -1.803 2.173 4.814 -0.54 0.67 0.42
O -1.582 1.320 4.464 0.23 -0.52 -0.21
H -2.826 -3.494 -2.035 -0.67 0.33 -0.90
H -1.799 -4.147 -1.221 -0.54 0.58 0.72
O -2.571 -3.542 -1.125 1.52 -1.07 0.29
H 0.154 3.973 0.202 0.24 0.57 0.35
H -0.228 5.093 1.317 0.11 -0.30 -0.73
O -0.556 4.471 0.648 0.07 0.57 0.10
H 2.335 2.746 -0.479 -0.22 0.23 0.23
H 2.410 4.253 -0.505 0.09 0.51 -0.09
O 1.775 3.540 -0.552 -0.07 -0.38 -0.22
H -0.639 -3.703 -3.366 0.84 0.10 -0.56
H 0.323 -2.410 -3.608 0.44 -1.09 -0.25
O -0.473 -2.771 -3.210 -1.37 0.31 0.46
H -4.280 -2.098 -0.071 -0.09 -0.17 -0.32
H -4.798 -1.864 -1.534 -0.29 -0.25 0.24
O -4.210 -1.536 -0.852 0.14 0.78 -0.01
H 0.593 3.744 2.546 -0.42 0.38 -0.11
H 0.976 2.413 3.006 -0.16 -0.03 0.42
O 0.455 3.174 3.305 0.74 -0.55 -0.26
H 4.006 1.283 -0.016 -0.13 -0.15 0.16
H 3.729 2.077 1.250 0.35 0.38 0.52
O 3.290 1.631 0.533 0.67 -0.22 -0.44
```
Forces are in eV/Å.

Energy ... -40036.588 eV
HOMO ... -11.5718 eV
Molar mass ... 315.406 g mol⁻¹
Net charge ... +1
Relative energy (zero: lowest compared OMol25 entry of this formula, charge and spin) ... 3.643 eV

Löwdin atomic charge list, values in e, 6 entries: -0.182 -0.049 -0.237 -0.255 -0.556 0.724

2.
This record from OMol25 describes a 12-piece molecular cluster, C5H35NO12S overall at a distorted geometry. The level of theory is wB97M-V/def2-TZVPD.

```
54
Properties=species:S:1:pos:R:3:forces:R:3
C 0.673 -0.890 -0.172 0.09 1.28 -0.35
N 2.088 -1.185 -0.075 0.17 -0.96 0.66
C 2.514 -1.962 1.054 -0.49 1.15 -0.24
O 2.128 -1.447 2.340 -0.74 -0.07 -0.17
C 0.348 0.559 0.219 -0.11 -0.75 -0.10
C -1.133 0.901 0.284 0.78 2.34 -1.33
C -1.323 2.466 0.004 0.93 -1.87 0.21
S 0.003 3.512 0.651 -0.37 0.65 0.36
H 0.405 -1.013 -1.227 -0.65 -0.17 0.13
H 0.043 -1.510 0.460 0.33 -0.65 -0.16
H 2.767 -0.495 -0.366 -0.45 0.39 0.02
H 2.049 -2.940 0.964 0.36 -0.37 0.24
H 3.587 -1.934 1.046 0.60 -0.73 -0.21
H 2.029 -0.485 2.262 0.53 -0.21 0.18
H 0.765 0.758 1.196 0.32 0.11 0.09
H 0.877 1.175 -0.506 -0.08 0.21 0.03
H -1.638 0.543 -0.612 -0.38 -0.97 0.53
H -1.591 0.679 1.234 0.18 -0.68 0.05
H -1.456 2.492 -1.073 0.04 0.86 0.01
H -2.206 2.788 0.514 -0.57 0.47 0.01
H 1.002 3.217 -0.176 -0.10 -0.15 -0.16
H 1.477 0.015 -3.036 0.46 0.01 0.33
H 1.357 0.999 -4.112 0.11 0.44 0.05
O 1.594 0.968 -3.173 -0.45 -0.56 -0.44
H -0.263 -3.213 3.772 -0.55 0.03 0.22
H -0.006 -3.405 2.350 -0.26 -0.02 -0.20
O -0.760 -3.389 2.959 0.91 0.12 -0.09
H 1.671 -2.278 -2.223 0.16 -0.19 0.20
H 1.498 -3.087 -3.520 -0.06 0.02 0.04
O 2.140 -2.583 -3.010 -0.08 0.22 -0.12
H -1.593 -0.315 -4.135 0.10 -0.12 -0.47
H -0.639 0.567 -3.401 0.18 0.32 -0.13
O -1.101 0.509 -4.249 -0.31 -0.24 0.56
H 2.353 1.995 3.826 0.42 -0.25 0.01
H 1.252 1.466 2.993 0.00 -0.22 0.04
O 2.107 1.185 3.357 -0.39 0.84 0.03
H -4.521 0.846 0.898 0.25 0.30 -0.06
H -3.160 0.806 1.688 -0.36 0.26 -0.19
O -4.021 0.396 1.582 -0.30 -0.60 0.29
H 2.691 2.740 -1.090 -0.10 0.06 0.04
H 3.725 2.164 -2.006 0.01 -0.20 0.03
O 3.482 2.198 -1.073 0.16 0.00 -0.06
H 0.001 -0.859 3.287 -0.20 -0.13 0.04
H 0.718 -0.196 4.410 -0.03 0.19 0.10
O -0.173 -0.291 4.050 0.08 -0.21 -0.19
H -2.266 -2.453 -1.671 0.25 0.13 0.02
H -2.399 -1.157 -2.486 -0.13 -0.06 0.18
O -1.984 -2.022 -2.499 -0.03 0.02 -0.22
H -3.502 1.554 -2.999 -0.13 0.52 0.03
H -3.561 0.575 -1.909 -0.32 0.14 0.47
O -3.797 1.498 -2.078 0.45 -0.65 -0.48
H -1.545 -3.718 0.435 -0.12 -0.06 0.14
H -2.451 -2.557 0.888 0.05 -0.13 0.07
O -2.022 -2.948 0.117 -0.13 0.11 -0.04
```
Forces are in eV/Å.

Energy ... -42647.679 eV
HOMO ... -9.2749 eV
Molar mass ... 333.397 g mol⁻¹
Relative energy (zero: lowest compared OMol25 entry of this formula, charge and spin) ... 3.166 eV

Löwdin atomic charge list, values in e, 6 entries: -0.210 -0.041 -0.254 -0.081 -0.225 -0.216

3.
This record from OMol25 describes a 12-piece molecular cluster, C5H36N2O11 overall at a distorted geometry. The level of theory is wB97M-V/def2-TZVPD.

```
54
Properties=species:S:1:pos:R:3:forces:R:3
C -0.035 0.078 -1.824 1.41 0.20 -0.39
C -0.124 -0.098 -3.351 -0.87 0.15 -0.50
C -1.550 -0.611 -3.634 -1.02 -0.24 0.06
C 0.151 1.080 -4.299 -0.27 -0.13 0.45
N 1.012 1.005 -1.353 -1.15 0.55 -0.42
C 1.195 0.999 0.102 0.96 -1.45 -0.97
N 1.533 -0.336 0.589 0.17 0.08 1.21
H -0.995 0.378 -1.424 -0.11 0.13 0.22
H 0.228 -0.924 -1.466 -0.67 -0.15 0.33
H 0.563 -0.880 -3.671 0.10 0.03 0.15
H -2.173 -0.611 -2.735 0.14 -0.13 0.09
H -2.124 0.014 -4.327 0.37 0.13 -0.08
H -1.639 -1.623 -4.033 0.37 -0.03 -0.01
H -0.458 1.951 -4.040 0.22 0.05 0.10
H -0.196 0.754 -5.280 0.25 0.10 -0.14
H 1.207 1.338 -4.357 -0.04 0.19 0.05
H 1.880 0.707 -1.775 0.23 -0.12 0.06
H 0.349 1.371 0.667 -0.25 0.19 -0.33
H 2.070 1.630 0.237 -0.13 0.05 0.54
H 2.335 -0.757 0.147 0.13 0.14 -0.17
H 0.789 -1.016 0.614 -0.21 0.21 -0.25
H 0.692 -4.206 -0.433 -0.03 0.05 -0.10
H 1.167 -3.520 0.876 -0.04 -0.03 0.24
O 0.546 -3.442 0.131 0.43 -0.01 -0.09
H 3.173 2.115 -1.864 -0.22 0.39 0.13
H 3.720 2.778 -0.563 -0.22 0.14 -0.06
O 3.936 2.188 -1.286 0.57 -0.34 -0.17
H -0.639 3.285 2.939 -0.22 -0.04 -0.77
H -1.837 2.318 2.520 0.22 0.11 -0.38
O -1.317 2.678 3.239 -0.08 0.61 0.80
H 0.439 -2.628 2.547 0.29 0.00 0.77
H 1.839 -1.986 2.361 -0.07 0.11 0.19
O 1.398 -2.772 2.708 0.19 -0.13 -0.75
H -3.520 0.394 0.237 -0.03 0.10 0.04
H -2.969 -1.034 0.290 0.15 -0.19 0.02
O -3.792 -0.527 0.233 -0.34 0.47 -0.10
H -2.447 -3.106 0.548 0.34 -0.21 0.20
H -0.950 -2.572 0.424 -0.51 -0.67 -0.07
O -1.895 -2.340 0.390 0.07 0.64 -0.46
H -0.506 0.859 4.849 -0.03 0.22 0.04
H -0.206 0.685 3.359 0.04 0.30 0.10
O -0.766 0.368 4.070 0.04 -1.30 -0.01
H 1.590 4.017 0.802 -0.10 -0.04 -0.09
H 1.334 4.413 2.248 0.07 0.08 -0.03
O 0.914 4.002 1.485 -0.01 0.11 0.23
H -1.270 -1.405 3.128 -0.13 0.10 0.34
H -1.542 -2.658 3.966 0.14 0.07 0.11
O -1.199 -2.367 3.118 -0.35 -0.19 -0.22
H -2.053 2.884 -0.735 0.04 -0.34 -0.10
H -1.912 3.426 0.645 0.12 -0.11 0.18
O -1.912 2.584 0.172 -0.17 0.43 -0.11
H 1.711 -2.331 -3.609 0.04 -0.10 -0.08
H 1.839 -1.877 -2.169 -0.03 -0.11 0.10
O 2.252 -2.450 -2.824 0.14 -0.05 0.09
```
Forces are in eV/Å.

Energy ... -31271.517 eV
HOMO ... -9.0787 eV
Molar mass ... 300.346 g mol⁻¹
Relative energy (zero: lowest compared OMol25 entry of this formula, charge and spin) ... 2.365 eV

Löwdin atomic charge list, values in e, 6 entries: -0.200 -0.389 -0.067 -0.074 -0.049 -0.281

> Which of these has the lowest HOMO?

C5H35N2O10S

> energy of number 2 (C5H35NO12S)?

-42647.679 eV

> Which formula does entry 3 have?

C5H36N2O11

> Which of these has the highest energy?

C5H36N2O11